Below is a cluster of 14 separate species, C84H210N14 in total at a distorted geometry, with properties calculated with ωB97M-V with the def2-TZVPD basis set.

Atoms and positions in Å:
1 C 0.8034 -2.1748 -6.0268
2 C 1.3156 -2.3050 -7.4859
3 N 2.7565 -2.3374 -7.6207
4 C 3.3684 -1.0841 -7.1195
5 C 3.0526 0.0705 -8.0968
6 C 3.2441 -3.5689 -7.0382
7 C 4.4349 -4.0749 -7.8407
8 H 1.0453 -1.1531 -5.7341
9 H 1.2744 -2.8824 -5.3445
10 H -0.2780 -2.2904 -5.9527
11 H 0.9095 -3.2617 -7.8142
12 H 0.7656 -1.5354 -8.0274
13 H 3.1693 -0.9275 -6.0593
14 H 4.4202 -1.3701 -7.1211
15 H 2.0637 0.4971 -7.9290
16 H 3.8620 0.8005 -8.0846
17 H 3.0852 -0.3102 -9.1176
18 H 2.5963 -4.4045 -6.7734
19 H 3.6026 -3.2343 -6.0648
20 H 4.7280 -5.0370 -7.4204
21 H 5.2901 -3.3992 -7.8502
22 H 4.1332 -4.3368 -8.8549
23 C 1.8871 2.5330 -5.0589
24 C 1.8318 3.2492 -6.4565
25 N 2.1898 4.6131 -6.1895
26 C 2.5920 5.2674 -7.4509
27 C 3.9651 4.7090 -7.9709
28 C 1.1651 5.3873 -5.4318
29 C 1.7012 6.6659 -4.7854
30 H 1.9295 1.4665 -5.2798
31 H 0.9225 2.6467 -4.5643
32 H 2.6894 2.8649 -4.4000
33 H 2.5111 2.7378 -7.1384
34 H 0.8746 3.0642 -6.9440
35 H 1.8117 5.0741 -8.1870
36 H 2.7054 6.3345 -7.2598
37 H 3.8871 3.7368 -8.4574
38 H 4.4044 5.3984 -8.6920
39 H 4.6423 4.4759 -7.1493
40 H 0.7016 4.7993 -4.6397
41 H 0.2758 5.5160 -6.0488
42 H 1.7025 7.4237 -5.5690
43 H 2.6686 6.5648 -4.2936
44 H 1.0457 6.9792 -3.9728
45 C -3.2775 -0.3302 5.8406
46 C -2.7371 -1.4607 6.7018
47 N -3.7351 -1.6659 7.8015
48 C -3.2677 -2.4984 8.9217
49 C -2.1798 -1.7756 9.7435
50 C -5.0778 -2.2496 7.3646
51 C -5.1374 -3.6165 6.7754
52 H -3.6156 0.5496 6.3882
53 H -4.1374 -0.6310 5.2420
54 H -2.5033 0.0284 5.1623
55 H -2.6657 -2.3771 6.1158
56 H -1.7725 -1.2275 7.1526
57 H -4.1119 -2.7986 9.5425
58 H -2.8724 -3.4208 8.4964
59 H -2.4618 -0.7530 9.9945
60 H -1.9921 -2.3089 10.6754
61 H -1.2076 -1.6298 9.2726
62 H -5.5199 -1.4948 6.7143
63 H -5.8168 -2.2099 8.1648
64 H -4.9335 -4.4016 7.5034
65 H -4.3044 -3.6674 6.0743
66 H -6.0764 -3.8880 6.2931
67 C 5.9937 -2.9996 2.6591
68 C 4.6423 -2.8953 3.4461
69 N 3.4562 -2.8965 2.5857
70 C 3.2485 -1.7032 1.7421
71 C 3.5348 -0.4355 2.5758
72 C 3.4290 -4.1445 1.8628
73 C 2.0198 -4.4135 1.2608
74 H 6.7203 -2.8615 3.4597
75 H 6.0637 -2.2162 1.9044
76 H 6.1265 -3.9790 2.1994
77 H 4.4550 -3.6441 4.2157
78 H 4.6622 -2.0173 4.0917
79 H 2.2126 -1.6802 1.4038
80 H 3.9368 -1.7436 0.8978
81 H 4.6047 -0.2288 2.5533
82 H 3.1855 -0.4696 3.6078
83 H 3.0423 0.3996 2.0777
84 H 4.1787 -4.1134 1.0722
85 H 3.7118 -4.9624 2.5255
86 H 1.9694 -5.4012 0.8025
87 H 1.2401 -4.4010 2.0223
88 H 1.8092 -3.6162 0.5480
89 C -8.8862 -3.7706 2.4869
90 C -7.6915 -4.2921 3.3280
91 N -6.4713 -4.5235 2.5160
92 C -5.9061 -3.3808 1.8249
93 C -5.4875 -2.3208 2.7959
94 C -5.4917 -5.4372 3.1860
95 C -6.0146 -6.8583 3.3285
96 H -8.6368 -2.7801 2.1062
97 H -9.8296 -3.6200 3.0116
98 H -9.1280 -4.4565 1.6750
99 H -7.4530 -3.5878 4.1250
100 H -8.1200 -5.1251 3.8852
101 H -4.9930 -3.6793 1.3100
102 H -6.5034 -3.0712 0.9673
103 H -4.6642 -2.5923 3.4567
104 H -5.0394 -1.5212 2.2061
105 H -6.2610 -1.8446 3.3984
106 H -5.2103 -5.0270 4.1559
107 H -4.5781 -5.5122 2.5963
108 H -6.9045 -6.9355 3.9531
109 H -5.2604 -7.4574 3.8389
110 H -6.2075 -7.2879 2.3455
111 C -0.2274 3.2250 4.6933
112 C 0.5212 4.5448 4.7125
113 N 2.0076 4.4059 4.5704
114 C 2.4282 3.6047 3.4464
115 C 3.9351 3.1505 3.6198
116 C 2.6927 5.7163 4.7549
117 C 2.5468 6.7105 3.5183
118 H 0.0457 2.4499 5.4094
119 H -0.2104 2.7885 3.6946
120 H -1.2848 3.4623 4.8102
121 H 0.1077 5.2586 4.0000
122 H 0.2993 4.9464 5.7012
123 H 1.8078 2.7246 3.2771
124 H 2.3525 4.2793 2.5936
125 H 4.5137 4.0702 3.7053
126 H 4.1261 2.5861 4.5325
127 H 4.2275 2.4790 2.8124
128 H 3.7176 5.5279 5.0746
129 H 2.2190 6.1671 5.6270
130 H 3.1343 6.4357 2.6423
131 H 2.8426 7.7099 3.8373
132 H 1.4707 6.7176 3.3450
133 C -1.3299 -4.5900 3.9319
134 C -0.4351 -4.7630 5.0970
135 N 0.0351 -3.4389 5.4657
136 C 0.9010 -2.7121 4.6010
137 C 0.7921 -1.1282 4.8401
138 C 0.4137 -3.4390 6.9389
139 C 1.5133 -4.4243 7.1660
140 H -2.0937 -3.8310 4.1016
141 H -1.8053 -5.5245 3.6340
142 H -0.7845 -4.2060 3.0698
143 H -0.9813 -5.2679 5.8937
144 H 0.3390 -5.4787 4.8201
145 H 1.9470 -3.0186 4.6057
146 H 0.5186 -2.8319 3.5873
147 H 1.4316 -0.7844 5.6531
148 H 1.0254 -0.5272 3.9612
149 H -0.2459 -0.8397 5.0060
150 H -0.3877 -3.7493 7.6094
151 H 0.6279 -2.4230 7.2704
152 H 1.8821 -4.4074 8.1916
153 H 2.4323 -4.1498 6.6480
154 H 1.3378 -5.4855 6.9895
155 C -1.3027 1.0992 -4.7571
156 C -2.7535 0.4322 -4.5455
157 N -3.6640 1.3206 -3.8315
158 C -4.8356 0.6178 -3.2229
159 C -4.4601 -0.3993 -2.1204
160 C -4.0548 2.4860 -4.6446
161 C -4.6027 3.6711 -3.8147
162 H -0.5940 0.2943 -4.9522
163 H -0.8215 1.4776 -3.8552
164 H -1.3339 1.8403 -5.5557
165 H -3.1424 0.0854 -5.5029
166 H -2.5476 -0.4634 -3.9593
167 H -5.4059 0.1669 -4.0350
168 H -5.5430 1.2847 -2.7299
169 H -4.1123 -1.3495 -2.5258
170 H -5.3395 -0.6549 -1.5292
171 H -3.7155 -0.0317 -1.4143
172 H -3.1203 2.9484 -4.9623
173 H -4.5125 2.1798 -5.5853
174 H -4.6514 4.6273 -4.3358
175 H -5.6070 3.3924 -3.4955
176 H -4.0629 3.8140 -2.8786
177 C 1.1404 -0.0029 -1.9330
178 C -0.3475 -0.2179 -1.4071
179 N -0.3186 -0.3868 0.0737
180 C 0.4243 0.5763 0.8407
181 C -0.1011 2.0217 0.7724
182 C -1.7388 -0.5097 0.4869
183 C -1.8106 -0.9645 1.9426
184 H 1.8367 -0.7576 -1.5673
185 H 1.6355 0.9196 -1.6298
186 H 1.0686 -0.1443 -3.0114
187 H -0.9797 0.6179 -1.7068
188 H -0.7722 -1.1191 -1.8493
189 H 0.5673 0.2826 1.8806
190 H 1.4662 0.5500 0.5214
191 H 0.4988 2.7546 1.3119
192 H -0.1341 2.3744 -0.2584
193 H -1.1132 2.1221 1.1644
194 H -2.1739 -1.2576 -0.1761
195 H -2.2335 0.4593 0.4211
196 H -2.8391 -1.1260 2.2655
197 H -1.4855 -0.2001 2.6483
198 H -1.3618 -1.9515 2.0544
199 C 0.8282 -6.3397 -2.1663
200 C 0.3016 -5.0457 -2.8708
201 N -0.9659 -4.5929 -2.3035
202 C -1.4661 -3.4628 -3.0954
203 C -2.2139 -3.9621 -4.3202
204 C -0.8320 -4.2337 -0.8729
205 C -2.2349 -4.3036 -0.2054
206 H 1.4844 -6.2076 -1.3060
207 H 1.4268 -6.8372 -2.9293
208 H 0.0393 -7.0265 -1.8596
209 H 0.9645 -4.1816 -2.9155
210 H 0.1120 -5.3586 -3.8975
211 H -2.2726 -3.0014 -2.5255
212 H -0.8388 -2.6280 -3.4081
213 H -3.0678 -4.6068 -4.1124
214 H -2.6172 -3.0687 -4.7970
215 H -1.5953 -4.5347 -5.0113
216 H -0.4108 -3.2305 -0.8071
217 H -0.1857 -4.8634 -0.2614
218 H -2.6811 -5.2554 -0.4936
219 H -2.9415 -3.5105 -0.4499
220 H -2.1945 -4.3498 0.8828
221 C -6.9746 0.9205 1.2631
222 C -6.3977 2.2552 0.8206
223 N -5.5613 2.8554 1.8519
224 C -4.2883 2.0995 1.8254
225 C -3.5596 2.1110 3.1636
226 C -5.3581 4.3078 1.6695
227 C -6.6208 5.1000 1.9852
228 H -7.7147 0.5859 0.5361
229 H -7.4781 0.9647 2.2289
230 H -6.2666 0.0929 1.3070
231 H -5.8011 2.1832 -0.0888
232 H -7.3183 2.8275 0.7063
233 H -4.3515 1.0766 1.4543
234 H -3.6770 2.5217 1.0279
235 H -4.0869 1.4652 3.8657
236 H -2.5429 1.7265 3.0823
237 H -3.5218 3.1316 3.5444
238 H -5.0668 4.4252 0.6257
239 H -4.5133 4.6289 2.2787
240 H -7.5347 4.8975 1.4267
241 H -6.4121 6.1694 1.9529
242 H -6.8246 4.8208 3.0189
243 C 7.0959 1.8346 0.1924
244 C 6.8656 2.4228 -1.2410
245 N 5.6311 3.1994 -1.3853
246 C 4.4288 2.3554 -1.2703
247 C 3.2275 3.3185 -1.0322
248 C 5.6457 4.0196 -2.5735
249 C 6.2817 5.3390 -2.2388
250 H 6.7091 2.4090 1.0341
251 H 8.1375 1.6867 0.4775
252 H 6.6895 0.8252 0.2569
253 H 7.6278 3.1421 -1.5405
254 H 6.7753 1.5923 -1.9411
255 H 4.4550 1.6793 -0.4157
256 H 4.3707 1.7446 -2.1712
257 H 3.5797 4.0861 -0.3430
258 H 2.4273 2.7873 -0.5168
259 H 2.8756 3.7510 -1.9688
260 H 6.2445 3.6077 -3.3858
261 H 4.6564 4.1427 -3.0143
262 H 6.4617 5.9183 -3.1445
263 H 5.6226 6.0292 -1.7121
264 H 7.1389 5.2183 -1.5766
265 C 5.2269 -1.1930 -2.1508
266 C 4.6871 -2.6113 -2.3112
267 N 5.7488 -3.4780 -2.7557
268 C 5.4315 -4.9190 -2.5110
269 C 4.4300 -5.5440 -3.5383
270 C 6.4393 -3.1930 -4.0418
271 C 7.8834 -3.7767 -3.9870
272 H 5.6380 -0.6967 -3.0298
273 H 5.9811 -1.2027 -1.3639
274 H 4.4485 -0.6055 -1.6640
275 H 4.3429 -2.9277 -1.3265
276 H 3.9213 -2.6652 -3.0850
277 H 6.3399 -5.5131 -2.6103
278 H 5.1057 -5.0157 -1.4753
279 H 3.8616 -6.4043 -3.1849
280 H 3.7959 -4.7899 -4.0045
281 H 5.0714 -5.8825 -4.3520
282 H 6.5674 -2.1455 -4.3146
283 H 5.8705 -3.4756 -4.9276
284 H 8.4415 -3.5213 -3.0863
285 H 8.3565 -3.3665 -4.8793
286 H 7.9146 -4.8659 -4.0113
287 C -2.1445 6.1226 -2.6092
288 C -2.6350 6.1805 -1.1267
289 N -1.5605 6.3320 -0.1528
290 C -0.4883 5.3636 -0.1988
291 C 0.7679 5.8564 0.4981
292 C -2.1612 6.3081 1.2229
293 C -2.7416 7.7112 1.6392
294 H -1.6796 5.1620 -2.8311
295 H -1.3709 6.8343 -2.8974
296 H -2.9621 6.1620 -3.3289
297 H -3.4376 6.9166 -1.0824
298 H -3.2522 5.3026 -0.9355
299 H -0.9707 4.5062 0.2704
300 H -0.1801 5.1420 -1.2205
301 H 1.5958 5.1822 0.2781
302 H 0.9790 6.8557 0.1174
303 H 0.7259 5.9050 1.5862
304 H -1.4574 5.9607 1.9792
305 H -2.9330 5.5384 1.2124
306 H -2.0035 8.5132 1.6312
307 H -3.0958 7.7021 2.6700
308 H -3.5165 7.8837 0.8923

LUMO: 0.71 eV
Frontier orbital gap: 8.56 eV
Total energy: -111367.243 eV
Max |F|: 3.790 eV Å⁻¹
Energy relative to the best compared isomer or geometry (same formula, charge and spin): 5.633 eV
Net charge: 0
HOMO: -7.843 eV
Multiplicity: 1

Atom charges from the Löwdin analysis, given in e for atoms 1 to 8: -0.0827 -0.2502 -0.1940 -0.2252 -0.0675 -0.2813 -0.0832 0.0394